This record from the OMol25 dataset describes a molecular structure, C44H58BBaN10S2. The level of theory is ωB97M-V with the def2-TZVPD basis set.

E: -3105.9020 hartree
Net charge: -1
LUMO: 1.86 eV
Energy above the lowest of the compared OMol25 structures with the same formula, charge and spin: 0.0000 eV
Gap between HOMO and LUMO: 6.72 eV
F_max: 3.00 eV/Å

Positions of all 116 atoms, in Å:
Ba -13.428 18.204 1.526
C -11.165 24.285 1.438
C -11.433 23.056 2.248
C -10.959 22.761 3.500
C -11.503 21.459 3.758
N -12.227 21.053 2.764
N -12.193 21.999 1.834
B -12.961 21.987 0.531
N -14.515 21.645 0.616
N -14.978 20.595 -0.119
C -16.211 20.873 -0.460
C -16.623 22.046 0.220
C -15.483 22.484 0.845
C -15.273 23.812 1.470
C -17.040 19.982 -1.339
C -16.189 19.406 -2.390
C -18.110 20.779 -1.994
C -17.641 18.837 -0.475
N -12.277 21.032 -0.529
N -11.524 19.949 -0.293
C -11.162 19.439 -1.459
C -11.710 20.211 -2.505
C -12.469 21.199 -1.863
C -13.321 22.266 -2.459
C -10.231 18.231 -1.627
C -10.824 17.057 -0.836
C -8.792 18.536 -1.097
C -10.291 17.843 -3.067
C -11.181 20.644 4.977
C -12.027 19.364 4.995
C -9.712 20.346 5.029
C -11.562 21.499 6.191
H -10.319 24.831 1.913
H -12.038 24.921 1.361
H -10.854 24.006 0.423
H -10.285 23.379 4.064
H -12.860 23.059 0.060
H -17.576 22.601 0.207
H -16.303 24.209 1.728
H -14.732 24.537 0.840
H -14.738 23.716 2.425
H -15.745 20.138 -3.084
H -16.791 18.704 -3.005
H -15.323 18.817 -1.973
H -17.685 21.525 -2.637
H -18.593 21.382 -1.221
H -18.808 20.095 -2.592
H -16.879 18.286 0.122
H -18.194 18.119 -1.054
H -18.337 19.275 0.219
H -11.723 19.999 -3.566
H -13.332 22.162 -3.529
H -12.917 23.296 -2.215
H -14.338 22.309 -2.060
H -10.692 17.153 0.266
H -10.403 16.108 -1.137
H -11.924 17.106 -0.945
H -8.881 18.997 -0.142
H -8.315 19.330 -1.696
H -8.253 17.589 -0.924
H -9.650 16.963 -3.337
H -9.840 18.611 -3.742
H -11.298 17.623 -3.431
H -11.679 18.569 4.348
H -13.137 19.597 4.868
H -11.972 18.949 6.017
H -9.411 19.688 4.211
H -9.555 19.795 5.959
H -9.128 21.227 5.140
H -12.609 21.740 6.284
H -10.973 22.384 6.158
H -11.256 20.951 7.087
C -9.920 13.601 3.949
S -11.450 13.988 4.716
C -11.934 15.563 3.967
S -11.281 16.158 2.524
N -12.851 16.044 4.721
N -13.708 16.916 4.093
C -14.748 17.132 4.754
C -15.777 18.067 4.340
C -16.874 18.319 5.196
C -17.833 19.254 4.839
C -17.585 19.989 3.692
C -16.524 19.616 2.857
N -15.572 18.707 3.176
H -9.665 12.637 4.512
H -9.089 14.351 4.040
H -9.981 13.401 2.826
H -15.021 16.549 5.631
H -16.964 17.782 6.090
H -18.753 19.371 5.432
H -18.191 20.865 3.419
H -16.345 20.059 1.836
N -12.998 14.326 -0.192
C -13.205 14.916 -1.478
C -12.244 14.708 -2.487
C -12.431 15.260 -3.755
C -13.558 16.092 -3.994
C -14.472 16.296 -2.984
C -14.349 15.723 -1.726
C -15.497 15.853 -0.744
C -16.757 15.419 -1.135
C -17.797 15.286 -0.206
C -17.594 15.707 1.058
C -16.370 16.255 1.424
C -15.204 16.273 0.602
H -12.058 14.349 0.170
H -13.647 14.719 0.516
H -11.340 14.139 -2.274
H -11.635 15.224 -4.544
H -13.619 16.475 -4.973
H -15.413 16.911 -3.175
H -16.910 15.047 -2.159
H -18.784 15.012 -0.558
H -18.403 15.642 1.781
H -16.336 16.432 2.489

These are the Mulliken partial charges, in e, on atoms 1 to 99: number 1, Ba, carries 1.24; number 2, C, carries -1.52; number 3, C, carries 0.12; number 4, C, carries -0.77; number 5, C, carries -0.46; number 6, N, carries 0.55; number 7, N, carries 0.03; number 8, B, carries -0.45; number 9, N, carries 1.55; number 10, N, carries -0.06; number 11, C, carries -0.97; number 12, C, carries -0.99; number 13, C, carries 0.21; number 14, C, carries -1.48; number 15, C, carries 2.91; number 16, C, carries -1.37; number 17, C, carries -2.09; number 18, C, carries -1.79; number 19, N, carries 0.84; number 20, N, carries -1.18; number 21, C, carries -0.38; number 22, C, carries -0.33; number 23, C, carries 0.55; number 24, C, carries -1.50; number 25, C, carries 2.92; number 26, C, carries -0.07; number 27, C, carries -1.87; number 28, C, carries -2.13; number 29, C, carries 2.81; number 30, C, carries -1.43; number 31, C, carries -1.88; number 32, C, carries -2.03; number 33, H, carries 0.37; number 34, H, carries 0.17; number 35, H, carries 0.29; number 36, H, carries 0.50; number 37, H, carries -0.12; number 38, H, carries 0.41; number 39, H, carries 0.47; number 40, H, carries 0.12; number 41, H, carries 0.23; number 42, H, carries 0.33; number 43, H, carries 0.60; number 44, H, carries -0.24; number 45, H, carries 0.42; number 46, H, carries 0.31; number 47, H, carries 0.40; number 48, H, carries -0.20; number 49, H, carries 0.69; number 50, H, carries 0.38; number 51, H, carries 0.43; number 52, H, carries 0.45; number 53, H, carries 0.20; number 54, H, carries 0.07; number 55, H, carries -0.08; number 56, H, carries 0.44; number 57, H, carries -0.79; number 58, H, carries 0.40; number 59, H, carries 0.41; number 60, H, carries 0.38; number 61, H, carries 0.38; number 62, H, carries 0.40; number 63, H, carries 0.27; number 64, H, carries 0.06; number 65, H, carries 0.00; number 66, H, carries 0.54; number 67, H, carries 0.31; number 68, H, carries 0.44; number 69, H, carries 0.45; number 70, H, carries 0.32; number 71, H, carries 0.47; number 72, H, carries 0.47; number 73, C, carries -0.69; number 74, S, carries -0.09; number 75, C, carries 0.34; number 76, S, carries -0.27; number 77, N, carries -1.45; number 78, N, carries 1.40; number 79, C, carries -1.24; number 80, C, carries 0.93; number 81, C, carries -1.07; number 82, C, carries -0.84; number 83, C, carries -0.88; number 84, C, carries -0.52; number 85, N, carries 1.11; number 86, H, carries 0.30; number 87, H, carries 0.24; number 88, H, carries 0.20; number 89, H, carries 0.23; number 90, H, carries 0.57; number 91, H, carries 0.38; number 92, H, carries 0.49; number 93, H, carries 0.65; number 94, N, carries -0.51; number 95, C, carries 0.44; number 96, C, carries -0.38; number 97, C, carries -0.55; number 98, C, carries -1.43; number 99, C, carries 0.41